Molecular formula: C34H35CdMgN9O6
Method: DFT, ωB97M-V with the def2-TZVPD basis set

ORCA input file:
```
! RIJCOSX wB97M-V def2-TZVPD def2/J DEFGRID3
* xyz 2 1
Mg 2.422 1.131 0.843
Cd -1.776 0.095 -3.370
N -0.405 -0.080 -0.357
O -1.241 -0.580 0.348
O -0.530 -0.018 -1.615
O 0.700 0.339 0.146
N -4.508 -0.700 -1.662
O -3.428 -0.080 -1.978
O -5.573 -0.386 -2.195
O -4.449 -1.561 -0.774
N -3.890 2.130 2.786
C -3.392 3.202 3.479
C -2.200 2.790 4.059
C -1.937 1.495 3.560
C -2.981 1.111 2.766
H -4.697 2.186 2.190
H -3.965 4.113 3.534
H -1.528 3.419 4.620
H -1.005 0.990 3.766
H -3.137 0.320 2.049
N 1.586 -5.384 -1.674
C 0.809 -4.281 -1.534
C 0.255 -3.959 -0.306
C 0.481 -4.812 0.774
C 1.360 -5.856 0.661
C 1.877 -6.113 -0.599
H 0.633 -3.883 -2.523
H -0.402 -3.118 -0.116
H 0.094 -4.512 1.741
H 1.579 -6.594 1.422
H 2.393 -7.055 -0.742
N 1.839 0.805 2.813
C 1.427 -0.413 3.296
C 1.256 -0.739 4.621
C 1.711 0.152 5.582
C 2.160 1.383 5.175
C 2.153 1.659 3.810
H 1.025 -1.118 2.577
H 0.874 -1.687 4.975
H 1.608 0.016 6.652
H 2.417 2.196 5.838
H 2.475 2.666 3.560
N -1.808 -1.970 -3.784
C -1.825 -2.845 -2.767
C -2.076 -4.195 -2.937
C -2.313 -4.672 -4.232
C -2.287 -3.793 -5.289
C -2.042 -2.446 -5.015
H -1.362 -2.509 -1.850
H -2.235 -4.856 -2.099
H -2.484 -5.718 -4.451
H -2.385 -4.052 -6.333
H -1.901 -1.773 -5.851
N 3.272 -0.738 0.705
C 3.089 -1.541 -0.387
C 3.827 -2.664 -0.626
C 4.875 -2.976 0.244
C 5.014 -2.265 1.414
C 4.269 -1.092 1.540
H 2.271 -1.215 -1.016
H 3.675 -3.196 -1.555
H 5.570 -3.735 -0.090
H 5.849 -2.482 2.064
H 4.380 -0.461 2.414
N 1.592 3.054 0.814
C 2.145 4.167 0.261
C 1.596 5.427 0.265
C 0.346 5.558 0.853
C -0.286 4.458 1.427
C 0.347 3.247 1.307
H 3.172 4.007 -0.056
H 2.139 6.233 -0.205
H -0.172 6.509 0.877
H -1.238 4.584 1.921
H -0.189 2.356 1.623
N -1.539 2.261 -3.294
C -2.613 3.045 -3.443
C -2.501 4.427 -3.489
C -1.244 5.030 -3.419
C -0.142 4.181 -3.277
C -0.317 2.821 -3.240
H -3.614 2.645 -3.542
H -3.317 5.129 -3.591
H -1.009 6.066 -3.623
H 0.862 4.582 -3.262
H 0.519 2.137 -3.203
*
```

Output
Lowest unoccupied orbital energy ... -5.51 eV
M ... 802.43 g mol⁻¹

***

Molecular formula: C34H35ClN3NiO9STe
Method: DFT, ωB97M-V with the def2-TZVPD basis set

ORCA input file:
```
! RIJCOSX wB97M-V def2-TZVPD def2/J DEFGRID3
* xyz -2 4
Ni -0.444 -0.707 -2.402
O 1.701 -3.862 -1.014
S 1.741 -2.457 -1.327
O 3.042 -1.812 -1.180
O 0.817 -1.707 -0.253
O 1.096 -2.130 -2.611
N -1.658 -2.402 -2.541
C -3.014 -2.080 -2.166
C -3.991 -3.053 -1.969
C -5.267 -2.672 -1.580
C -5.571 -1.330 -1.391
C -4.603 -0.323 -1.579
C -4.837 1.057 -1.376
C -3.779 1.959 -1.591
C -2.545 1.497 -1.969
N -2.272 0.182 -2.161
C -3.289 -0.720 -1.980
H -1.570 -2.658 -3.526
H -1.284 -3.168 -1.989
H -3.742 -4.096 -2.123
H -6.031 -3.426 -1.424
H -6.569 -1.036 -1.084
H -5.818 1.396 -1.066
H -3.917 3.025 -1.457
H -1.719 2.177 -2.128
C 4.312 -3.452 5.331
C 3.666 -2.733 4.175
C 2.300 -2.795 3.960
C 1.689 -2.126 2.899
C 0.201 -2.291 2.740
C 2.454 -1.353 2.018
Te 1.758 0.045 0.369
N 0.691 0.652 -1.359
C 0.997 1.934 -1.440
O 1.484 2.592 -0.479
C 0.797 2.655 -2.744
C 0.385 3.985 -2.736
C 0.182 4.660 -3.928
C 0.410 4.015 -5.140
C 0.847 2.699 -5.151
C 1.042 2.021 -3.954
C 0.419 0.926 1.788
C 1.050 1.804 2.677
C 2.526 2.085 2.595
C 0.292 2.466 3.636
C -1.081 2.292 3.724
C -1.897 3.025 4.757
C -1.688 1.438 2.819
C -0.966 0.745 1.848
C -1.726 -0.171 0.937
C 3.848 -1.313 2.212
C 4.781 -0.575 1.276
C 4.427 -1.994 3.281
H 3.597 -4.105 5.833
H 4.697 -2.747 6.071
H 5.152 -4.065 4.997
H 1.684 -3.395 4.624
H -0.136 -3.199 3.243
H -0.062 -2.359 1.687
H -0.336 -1.445 3.176
H 0.223 4.467 -1.780
H -0.161 5.689 -3.917
H 0.239 4.538 -6.074
H 1.016 2.181 -6.086
H 1.376 0.993 -3.962
H 2.778 2.446 1.593
H 3.116 1.191 2.813
H 2.806 2.853 3.318
H 0.790 3.149 4.317
H -1.260 3.624 5.408
H -2.459 2.328 5.383
H -2.620 3.693 4.284
H -2.765 1.299 2.851
H -2.705 0.248 0.701
H -1.878 -1.149 1.398
H -1.198 -0.315 0.001
H 4.609 -0.869 0.240
H 5.817 -0.803 1.533
H 4.658 0.510 1.337
H 5.506 -1.957 3.403
O 0.930 -1.071 -6.193
Cl -0.426 -1.148 -5.738
O -0.787 -2.518 -5.457
O -1.316 -0.596 -6.718
O -0.564 -0.358 -4.511
*
```

Output
Lowest unoccupied orbital energy (alpha / beta) ... 3.98 / 3.98 eV
M ... 883.48 g mol⁻¹

***

Molecular formula: C34H35F4IN6O2S2Ti
Method: DFT, ωB97M-V with the def2-TZVPD basis set

ORCA input file:
```
! RIJCOSX wB97M-V def2-TZVPD def2/J DEFGRID3
* xyz 2 1
Ti 0.477 -0.265 0.473
C 4.209 -0.528 -1.404
C 3.139 -0.468 -2.459
N 3.530 -0.192 -3.704
C 2.646 -0.233 -4.692
C 1.328 -0.653 -4.526
C 0.454 -0.775 -5.754
O 0.910 -1.777 -6.648
C 0.904 -0.937 -3.233
C -0.407 -1.580 -2.983
N -0.930 -1.625 -1.829
C -2.147 -2.299 -1.598
C -3.245 -2.252 -2.452
C -4.432 -2.879 -2.100
C -4.542 -3.563 -0.896
C -3.455 -3.633 -0.032
C -2.288 -2.993 -0.397
I -0.590 -3.130 0.832
C 1.805 -0.738 -2.182
O 1.395 -0.839 -0.875
H 5.113 -0.928 -1.860
H 3.918 -1.163 -0.569
H 4.449 0.469 -1.030
H 3.005 0.043 -5.679
H 0.516 0.159 -6.310
H -0.597 -0.905 -5.491
H 0.810 -2.650 -6.256
H -0.869 -2.098 -3.825
H -3.178 -1.694 -3.380
H -5.283 -2.829 -2.769
H -5.473 -4.041 -0.622
H -3.527 -4.175 0.904
C 1.984 2.173 4.197
C 1.031 0.992 4.122
N 0.105 0.984 2.967
C -0.581 2.284 2.819
C -1.430 2.720 4.006
C -0.840 -0.112 3.183
C -1.925 -0.154 2.131
N -1.373 0.062 0.781
C -2.293 0.369 -0.237
C -1.768 0.877 -1.409
F -0.415 0.965 -1.450
C -2.508 1.239 -2.503
F -1.875 1.698 -3.585
C -3.879 1.100 -2.475
C -4.438 0.574 -1.328
F -5.750 0.384 -1.260
C -3.675 0.203 -0.232
F -4.304 -0.354 0.803
H 2.702 1.991 4.999
H 1.467 3.103 4.439
H 2.541 2.320 3.274
H 0.446 0.962 5.048
H 1.590 0.054 4.086
H -1.189 2.245 1.919
H 0.190 3.032 2.634
H -2.218 2.003 4.247
H -1.917 3.666 3.764
H -0.833 2.881 4.905
H -1.324 -0.059 4.163
H -0.266 -1.044 3.182
H -2.675 0.609 2.329
H -2.427 -1.115 2.198
H -4.495 1.377 -3.322
C 0.019 3.483 -0.605
C 1.276 2.872 -0.071
N 1.449 1.666 0.433
C 2.742 1.495 0.913
C 3.558 2.550 0.719
S 2.691 3.814 -0.017
C 3.091 0.273 1.640
C 4.246 0.073 2.305
S 4.235 -1.459 3.036
C 2.681 -1.782 2.437
N 2.188 -0.787 1.723
C 2.047 -3.095 2.751
H -0.862 3.031 -0.159
H -0.035 3.371 -1.688
H 0.010 4.548 -0.382
H 4.596 2.662 0.995
H 5.084 0.745 2.408
H 2.663 -3.653 3.455
H 1.956 -3.701 1.850
H 1.063 -2.968 3.205
*
```

Output
Lowest unoccupied orbital energy ... -6.74 eV
M ... 874.59 g mol⁻¹

***

Molecular formula: C34H35FKN12O2SSi
Method: DFT, ωB97M-V with the def2-TZVPD basis set

ORCA input file:
```
! RIJCOSX wB97M-V def2-TZVPD def2/J DEFGRID3
* xyz -1 1
K -1.403 0.434 -0.983
C 2.750 3.237 0.276
Si 2.580 1.599 -0.683
C 4.221 1.292 -1.588
C 2.532 0.306 0.695
N 1.197 1.467 -1.662
C 1.052 2.217 -2.776
C 1.862 3.310 -3.196
C 1.623 4.036 -4.356
C 0.563 3.741 -5.198
C -0.272 2.678 -4.842
C -0.008 1.979 -3.696
F -0.862 0.940 -3.390
H 3.560 3.159 1.012
H 1.821 3.435 0.822
H 2.953 4.105 -0.356
H 5.060 1.372 -0.887
H 4.399 1.986 -2.412
H 4.229 0.279 -2.004
H 3.543 0.072 1.045
H 2.048 -0.625 0.389
H 1.974 0.709 1.541
H 2.701 3.611 -2.579
H 2.292 4.858 -4.593
H 0.377 4.314 -6.097
H -1.130 2.386 -5.436
S 3.508 0.384 6.382
N 2.825 -0.847 5.587
C 1.929 -0.320 4.771
C 1.077 -1.059 3.866
C 1.138 -2.447 3.710
C 0.322 -3.038 2.775
C -0.526 -2.230 2.011
N -0.605 -0.919 2.160
C 0.178 -0.337 3.074
C 0.099 1.135 3.165
N -0.803 1.734 2.380
C -0.853 3.054 2.377
C -0.024 3.857 3.161
C 0.888 3.250 3.996
C 0.957 1.856 4.007
C 1.881 1.106 4.830
N 2.739 1.626 5.688
H 1.830 -3.021 4.313
H 0.336 -4.105 2.595
H -1.152 -2.660 1.233
H -1.580 3.500 1.705
H -0.101 4.934 3.101
H 1.554 3.824 4.627
C 0.911 -2.165 -2.070
N -0.422 -1.995 -1.492
C -1.394 -2.465 -2.179
C -2.798 -2.357 -1.892
C -3.790 -2.953 -2.686
C -5.013 -2.578 -2.121
C -4.683 -1.769 -1.029
N -3.353 -1.623 -0.875
C 1.574 -3.435 -1.598
C 1.926 -4.442 -2.490
C 2.540 -5.608 -2.047
C 2.813 -5.783 -0.700
C 2.470 -4.781 0.201
C 1.859 -3.621 -0.247
H 1.507 -1.292 -1.788
H 0.869 -2.165 -3.167
H -1.181 -2.988 -3.125
H -3.620 -3.563 -3.563
H -6.006 -2.842 -2.456
H -5.372 -1.281 -0.346
H 1.714 -4.308 -3.545
H 2.803 -6.380 -2.761
H 3.294 -6.689 -0.352
H 2.691 -4.899 1.256
H 1.604 -2.839 0.456
N -3.574 -0.379 2.011
N -4.641 0.501 1.820
C -4.634 1.515 0.937
N -5.770 2.240 0.837
N -3.482 1.691 0.306
N -3.411 2.674 -0.653
O -2.283 2.819 -1.094
O -4.388 3.316 -1.054
H -3.398 -0.870 1.131
H -2.735 0.159 2.209
H -5.463 0.314 2.364
H -6.606 1.815 1.200
H -5.839 2.852 0.040
*
```

Output
Lowest unoccupied orbital energy ... 1.36 eV
M ... 761.99 g mol⁻¹

***

Molecular formula: C34H35N2O5RuS
Method: DFT, ωB97M-V with the def2-TZVPD basis set

ORCA input file:
```
! RIJCOSX wB97M-V def2-TZVPD def2/J DEFGRID3
* xyz -2 6
Ru -0.544 0.088 -2.437
C 7.050 0.549 4.254
C 5.894 1.158 5.022
O 5.146 0.420 5.740
S 5.229 2.656 4.251
C 4.202 2.116 2.897
C 3.742 3.040 1.956
C 2.921 2.654 0.910
C 2.534 1.320 0.758
C 3.019 0.394 1.687
C 3.828 0.779 2.744
C 1.618 0.921 -0.272
C 0.779 0.615 -1.091
H 7.577 -0.150 4.911
H 7.752 1.306 3.898
H 6.708 -0.027 3.376
H 4.036 4.080 2.052
H 2.558 3.387 0.199
H 2.741 -0.649 1.573
H 4.165 0.057 3.479
C -0.198 0.385 3.652
O -1.310 0.629 2.811
C -1.316 1.821 2.125
C -0.347 2.797 2.250
C -0.447 3.967 1.502
C -1.518 4.149 0.649
C -2.497 3.171 0.526
C -2.406 1.993 1.253
N -3.357 0.974 1.208
C -4.476 0.883 0.405
C -4.591 1.180 -0.981
C -5.873 1.451 -1.505
C -6.079 1.734 -2.841
C -4.987 1.755 -3.707
C -3.715 1.455 -3.240
C -3.486 1.130 -1.898
O -2.321 0.724 -1.447
H -0.347 -0.607 4.073
H -0.144 1.119 4.460
H 0.738 0.408 3.091
H 0.510 2.650 2.892
H 0.334 4.712 1.581
H -1.592 5.048 0.049
H -3.324 3.314 -0.153
H -3.314 0.355 2.001
H -5.368 0.541 0.920
H -6.712 1.455 -0.816
H -7.077 1.949 -3.204
H -5.126 1.992 -4.755
H -2.864 1.454 -3.910
C -1.708 -2.716 -3.981
C -0.462 -3.355 -3.438
C -0.346 -4.734 -3.344
C 0.799 -5.340 -2.841
C 1.858 -4.535 -2.434
C 1.797 -3.155 -2.528
C 2.925 -2.269 -2.089
C 0.626 -2.538 -3.040
N 0.613 -1.190 -3.181
H -2.396 -3.470 -4.368
H -1.473 -2.017 -4.790
H -2.240 -2.156 -3.207
H -1.184 -5.347 -3.664
H 0.864 -6.418 -2.765
H 2.758 -4.990 -2.031
H 3.779 -2.857 -1.749
H 2.613 -1.597 -1.284
H 3.237 -1.617 -2.908
C -1.306 -2.912 1.106
C -0.512 -1.989 0.205
O -1.319 -1.540 -0.889
H -0.675 -3.278 1.920
H -1.683 -3.767 0.543
H -2.153 -2.381 1.546
H 0.335 -2.510 -0.244
H -0.123 -1.129 0.752
H -1.938 -0.837 -0.598
O -0.430 1.342 -3.595
*
```

Output
Lowest unoccupied orbital energy (alpha / beta) ... 4.24 / 4.11 eV
M ... 684.80 g mol⁻¹

***

Molecular formula: C34H35N4O3ReS2
Method: DFT, ωB97M-V with the def2-TZVPD basis set

ORCA input file:
```
! RIJCOSX wB97M-V def2-TZVPD def2/J DEFGRID3
* xyz 1 2
Re 2.147 1.155 -0.077
C -0.238 1.480 -2.020
N 0.294 2.223 -0.850
C -0.634 2.128 0.312
C 0.102 2.533 1.578
N 1.247 1.601 1.813
C 0.719 0.309 2.371
C 2.232 2.109 2.779
C 1.855 2.888 3.860
C 2.809 3.283 4.787
C 4.127 2.880 4.639
C 4.500 2.092 3.566
C 3.559 1.695 2.621
S 4.043 0.725 1.230
C 0.510 3.621 -1.217
C -0.535 4.434 -1.631
C -0.284 5.750 -1.986
C 1.006 6.259 -1.933
C 2.053 5.453 -1.520
C 1.800 4.134 -1.157
S 3.100 3.089 -0.587
H -1.207 1.882 -2.325
H 0.465 1.582 -2.844
H -0.354 0.433 -1.737
H -1.508 2.768 0.163
H -0.979 1.096 0.365
H 0.509 3.544 1.499
H -0.586 2.502 2.426
H 0.210 0.529 3.311
H 0.041 -0.161 1.661
H 1.561 -0.355 2.553
H 0.827 3.196 3.992
H 2.520 3.903 5.623
H 4.872 3.190 5.358
H 5.530 1.787 3.441
H -1.545 4.050 -1.687
H -1.100 6.380 -2.309
H 1.195 7.285 -2.216
H 3.063 5.837 -1.473
C -4.537 -3.861 -1.496
N -3.233 -3.489 -0.988
N -3.004 -2.207 -0.511
C -1.652 -1.910 -0.591
O -1.161 -0.871 -0.134
C -1.062 -3.045 -1.234
C -2.051 -3.953 -1.476
C -1.984 -5.260 -2.180
C -3.952 -1.506 0.269
C -4.214 -0.175 -0.031
C -5.118 0.531 0.746
C -5.770 -0.089 1.801
C -5.509 -1.420 2.091
C -4.589 -2.130 1.336
H -5.297 -3.277 -0.983
H -4.717 -4.914 -1.289
H -4.615 -3.679 -2.571
H -0.017 -3.160 -1.458
H -0.949 -5.504 -2.404
H -2.538 -5.227 -3.120
H -2.406 -6.058 -1.569
H -3.710 0.286 -0.869
H -5.330 1.567 0.515
H -6.486 0.463 2.395
H -6.014 -1.905 2.915
H -4.359 -3.162 1.568
O 1.790 -0.971 -0.029
C 2.548 -1.143 -1.030
O 2.900 -0.076 -1.638
C 3.021 -2.469 -1.440
C 2.604 -3.590 -0.724
C 3.062 -4.842 -1.091
C 3.936 -4.973 -2.161
C 4.355 -3.856 -2.871
C 3.900 -2.599 -2.513
H 1.933 -3.463 0.115
H 2.747 -5.717 -0.538
H 4.299 -5.954 -2.440
H 5.040 -3.967 -3.700
H 4.217 -1.715 -3.050
*
```

Output
Lowest unoccupied orbital energy (alpha / beta) ... -3.90 / -3.62 eV
M ... 798.02 g mol⁻¹

***

Computed energy (eV) in order:
-71512.5386; -130414.2510; -112606.2866; -95559.5836; -62456.2804; -71725.7521
Computed maximum force (eV/Å) in order:
2.759; 0.271; 1.659; 0.901; 0.600; 0.623
Computed energy above the lowest of the compared OMol25 structures with the same formula, charge and spin (kcal per mole) in order:
0.00; 0.73; 23.14; 14.03; 6.19; 14.98